Density functional theory data (wB97M-V/def2-TZVPD) for a cluster of 21 separate species, C99H184N14O35 in total in a non-equilibrium geometry.

As for the total charge: +4. As for the spin multiplicity: 1. As for the total energy: -7281.08782 a.u. Its HOMO energy is -10.604 eV. The HOMO-LUMO gap is 1.00 eV.

```
332
Properties=species:S:1:pos:R:3:lowdin_charge:R:1
C -9.41069 7.76923 -4.78093 -0.08
C -7.95597 7.29755 -4.62606 -0.27
C -7.77619 5.82480 -4.35120 -0.20
C -6.29894 5.47970 -4.09714 -0.06
N -6.02253 3.93228 -3.80696 -0.14
C -5.96603 3.08333 -5.05498 -0.11
C -5.03298 1.86363 -4.88822 -0.14
C -4.30402 2.15476 -3.63782 -0.18
C -4.55534 3.60038 -3.30476 -0.06
C -7.03840 3.35930 -2.74953 -0.08
C -6.93841 4.00022 -1.33280 -0.22
C -8.11683 3.67160 -0.42948 -0.08
H -9.89803 7.19163 -3.99544 0.07
H -9.83611 7.49092 -5.74512 0.08
H -9.49400 8.84172 -4.60507 0.08
H -7.51282 7.81627 -3.77597 0.11
H -7.40902 7.67470 -5.49018 0.12
H -8.08229 5.26465 -5.23474 0.13
H -8.34432 5.53377 -3.46767 0.10
H -5.82885 5.91673 -3.21616 0.11
H -5.65390 5.79221 -4.91833 0.14
H -6.90784 2.86117 -5.55671 0.13
H -5.50981 3.64139 -5.87263 0.14
H -5.51391 0.88608 -4.92301 0.11
H -4.40561 1.75614 -5.77307 0.13
H -4.65838 1.57853 -2.78313 0.08
H -3.22510 2.02120 -3.71654 0.10
H -4.50565 3.84056 -2.24271 0.10
H -3.83750 4.28368 -3.75853 0.14
H -6.93418 2.27606 -2.68766 0.10
H -7.94783 3.50780 -3.33175 0.11
H -6.78503 5.07894 -1.36318 0.10
H -6.00166 3.63498 -0.91185 0.09
H -7.87633 3.99702 0.58263 0.06
H -8.21911 2.58655 -0.44678 0.04
H -9.02752 4.11115 -0.83635 0.09
C 7.83012 5.41242 5.53409 -0.08
C 6.45732 4.66270 5.22007 -0.22
C 5.27519 5.51564 4.67115 -0.17
C 4.06764 4.57042 4.42757 -0.07
N 2.80195 5.35842 3.88056 -0.16
C 1.65340 4.42531 3.74333 -0.15
C 1.78657 3.71150 2.44586 -0.15
C 2.73294 4.48040 1.55877 -0.15
C 3.04717 5.69503 2.33972 -0.04
C 2.44236 6.62191 4.77306 -0.08
C 2.05759 6.22817 6.25571 -0.19
C 1.70593 7.51449 6.99140 -0.10
H 8.30956 4.72521 6.23122 0.05
H 7.77426 6.36358 6.06351 0.07
H 8.55156 5.54679 4.72813 0.07
H 6.16831 4.16141 6.14380 0.10
H 6.60902 3.83390 4.52856 0.08
H 5.68423 5.95690 3.76226 0.12
H 4.95472 6.29000 5.36812 0.10
H 3.78553 4.07936 5.35890 0.11
H 4.32947 3.70198 3.82312 0.13
H 0.80293 5.08046 3.93195 0.13
H 1.75949 3.81677 4.64140 0.10
H 0.81935 3.82593 1.95650 0.10
H 1.87375 2.63833 2.61557 0.10
H 2.38149 4.67975 0.54642 0.12
H 3.54106 3.82033 1.24356 0.11
H 2.39015 6.54265 2.14488 0.14
H 4.07225 6.05362 2.24626 0.13
H 1.70235 7.16152 4.18203 0.13
H 3.32744 7.25708 4.73718 0.12
H 2.94070 5.73834 6.66595 0.11
H 1.24152 5.51069 6.17002 0.10
H 1.07884 7.36631 7.87054 0.07
H 1.09733 8.19873 6.40021 0.08
H 2.57635 8.07173 7.33774 0.08
C 10.38681 -0.64290 0.04989 -0.06
C 9.45827 -1.86143 0.29020 -0.24
C 8.56627 -1.72782 1.53356 -0.19
C 7.52318 -0.67677 1.30039 -0.11
N 6.65430 -0.53278 2.55593 -0.16
C 5.62388 0.58732 2.28313 -0.10
C 4.47828 0.44196 3.22934 -0.14
C 4.46320 -1.07033 3.48047 -0.12
C 5.68694 -1.66272 2.82129 -0.12
C 7.35414 -0.24682 3.96059 -0.05
C 8.37684 0.93102 3.95466 -0.20
C 8.91186 1.22976 5.37338 -0.10
H 9.81016 -0.07356 -0.67910 0.07
H 11.35885 -0.83463 -0.40451 0.08
H 10.50535 -0.10137 0.98840 0.07
H 10.01783 -2.79234 0.38184 0.10
H 8.83275 -1.98633 -0.59367 0.08
H 9.21173 -1.38286 2.34133 0.11
H 8.09226 -2.67082 1.80590 0.10
H 6.85178 -0.83350 0.45615 0.11
H 7.97272 0.29365 1.08991 0.13
H 6.06943 1.57242 2.42158 0.13
H 5.26542 0.44298 1.26393 0.13
H 4.56690 1.15073 4.05268 0.10
H 3.50883 0.79624 2.87900 0.11
H 4.28777 -1.37683 4.51168 0.12
H 3.61394 -1.46114 2.92001 0.10
H 6.26548 -2.42285 3.34626 0.12
H 5.47324 -1.93634 1.78806 0.11
H 7.82087 -1.19571 4.22494 0.12
H 6.63472 -0.14804 4.77347 0.14
H 8.07561 1.89860 3.55322 0.10
H 9.34134 0.69439 3.50539 0.10
H 9.39743 2.20240 5.45278 0.08
H 9.59381 0.46601 5.74718 0.08
H 8.10596 1.20322 6.10680 0.08
C 1.49191 3.22441 -2.50937 -0.04
C 1.20136 4.57455 -3.28445 -0.19
C 1.66003 4.36112 -4.77298 -0.14
O 1.18075 5.35198 -5.72373 -0.16
C 1.46043 4.90917 -6.98749 -0.15
N -0.33269 4.82092 -3.25523 0.25
H -0.53991 5.66070 -3.77669 0.16
H -0.83413 4.09497 -3.74682 0.11
H -0.58141 4.93947 -2.28354 0.10
H 2.56088 3.01281 -2.48415 0.07
H 1.04652 2.38533 -3.04385 0.05
H 1.09438 3.17298 -1.49575 0.07
H 1.64932 5.42159 -2.76487 0.14
H 1.27163 3.37249 -5.01762 0.10
H 2.74494 4.26448 -4.81464 0.13
H 1.07982 3.92961 -7.27682 0.09
H 2.53883 4.90743 -7.14610 0.09
H 1.12032 5.64415 -7.71702 0.10
C 5.06439 -8.27496 -0.19116 0.00
C 4.55214 -6.80694 0.18913 -0.22
C 4.99907 -6.16040 1.53956 -0.23
O 6.34876 -6.06159 1.55255 -0.18
C 6.83840 -5.81048 2.86513 -0.06
N 4.98075 -5.80462 -0.91135 0.23
H 4.73162 -6.10169 -1.84397 0.15
H 4.53418 -4.90979 -0.77006 0.09
H 5.96167 -5.56419 -0.90157 0.16
H 4.93733 -8.96852 0.64006 0.09
H 6.13725 -8.17857 -0.35783 0.08
H 4.69867 -8.61287 -1.16078 0.07
H 3.46258 -6.77829 0.17764 0.12
H 4.72040 -6.83244 2.35123 0.14
H 4.50958 -5.21913 1.78958 0.14
H 6.91684 -6.77792 3.36113 0.11
H 6.35036 -5.02446 3.44142 0.09
H 7.84050 -5.42575 2.67573 0.10
C -6.46268 5.26081 4.11501 0.00
C -5.81792 4.41267 2.97460 -0.26
C -4.74866 5.17361 2.06093 -0.13
O -5.51754 5.74826 1.01034 -0.19
C -4.73520 6.32486 -0.07164 -0.05
N -5.22069 3.15017 3.53565 0.22
H -6.03797 2.61264 3.78706 0.15
H -4.76094 2.59367 2.82923 0.11
H -4.61707 3.27502 4.33576 0.16
H -5.62270 5.72383 4.63283 0.09
H -6.87799 4.57561 4.85401 0.08
H -7.19244 5.98173 3.74647 0.10
H -6.65419 3.93988 2.45960 0.12
H -3.93895 4.50678 1.76461 0.11
H -4.20557 5.95826 2.58769 0.14
H -4.34046 5.51709 -0.68792 0.07
H -3.83615 6.83111 0.27982 0.10
H -5.31061 7.02965 -0.67187 0.09
C -1.56522 0.48094 -1.71536 -0.02
C -1.19539 0.43160 -0.25728 -0.29
C 0.29130 0.04871 -0.02515 -0.12
O 1.12970 0.76330 -0.94380 -0.17
C 2.47737 0.55293 -0.78676 -0.11
N -1.65018 1.65281 0.41099 0.23
H -1.08554 2.48621 0.32899 0.12
H -2.58981 1.83262 0.08719 0.11
H -1.69440 1.60571 1.41893 0.10
H -2.55674 0.83649 -1.99570 0.06
H -1.51004 -0.49973 -2.18796 0.08
H -0.83868 0.93021 -2.39241 0.08
H -1.85863 -0.29343 0.21446 0.13
H 0.27195 -1.03788 -0.10907 0.11
H 0.68808 0.22352 0.97491 0.13
H 2.77672 0.72875 0.24647 0.09
H 3.09816 1.21884 -1.38617 0.09
H 2.86606 -0.43178 -1.04631 0.07
C 5.20250 -3.32696 -4.24740 -0.01
C 5.58912 -1.84153 -3.73997 -0.20
C 4.28681 -0.95626 -3.57997 -0.18
O 3.80296 -0.32309 -4.75426 -0.19
C 2.54176 0.43680 -4.56634 -0.01
N 6.27327 -1.87749 -2.40827 0.22
H 5.66971 -2.27460 -1.70250 0.10
H 7.09096 -2.47034 -2.41123 0.15
H 6.57335 -0.93950 -2.18415 0.10
H 5.04125 -3.43794 -5.31968 0.09
H 4.34788 -3.72743 -3.70210 0.03
H 5.93406 -4.06355 -3.91521 0.06
H 6.38791 -1.38688 -4.32592 0.16
H 4.44196 -0.04395 -3.00402 0.12
H 3.50589 -1.54314 -3.09641 0.11
H 1.78335 -0.28951 -4.27413 0.09
H 2.39115 0.97676 -5.50115 0.10
H 2.74345 1.23969 -3.85726 0.06
C -0.07322 -1.68548 4.51299 0.04
N -1.53124 -1.99942 4.40023 -0.02
C -1.83892 -3.31640 4.61563 0.06
C -3.19474 -3.68010 4.48976 0.05
C -4.18264 -2.69924 4.32199 -0.15
C -3.77095 -1.38997 4.35524 0.02
C -2.44349 -1.00184 4.39963 0.07
C -5.60870 -3.16806 4.22301 -0.09
C -6.09548 -4.30167 4.98937 0.09
C -7.45723 -4.70795 4.86076 0.06
N -8.23808 -4.14308 3.87201 -0.10
C -7.81638 -3.05649 3.15255 0.01
C -6.48858 -2.54430 3.31430 0.05
C -9.64056 -4.54240 3.66750 0.02
H 0.41884 -2.04691 3.61003 0.10
H 0.47191 -2.07461 5.37294 0.12
H 0.12909 -0.62429 4.65810 0.07
H -1.06653 -4.07106 4.63269 0.15
H -3.34227 -4.74681 4.40752 0.13
H -4.57488 -0.67133 4.29467 0.12
H -2.05397 -0.00381 4.53607 0.14
H -5.48264 -4.68870 5.79001 0.13
H -7.93030 -5.50496 5.41517 0.15
H -8.56146 -2.62200 2.50256 0.11
H -6.22934 -1.63418 2.79383 0.10
H -10.29012 -3.79074 3.21895 0.11
H -10.06238 -4.77197 4.64601 0.11
H -9.63625 -5.43498 3.04190 0.11
C -10.07266 -0.04372 -1.25315 0.04
N -8.84723 -0.86183 -1.11851 -0.07
C -7.65566 -0.42222 -1.63615 0.04
C -6.55866 -1.19570 -1.49819 0.06
C -6.56667 -2.38179 -0.78576 -0.16
C -7.78474 -2.80527 -0.33220 0.02
C -8.92932 -2.04482 -0.44225 0.01
C -5.41938 -3.22817 -0.78317 -0.13
C -5.36867 -4.43580 -1.49804 0.07
C -4.11431 -5.01301 -1.69084 0.04
N -3.00642 -4.60002 -1.02774 -0.03
C -3.10289 -3.60537 -0.15932 0.03
C -4.27631 -2.86918 0.01134 0.10
C -1.70087 -5.28525 -1.27948 0.03
H -10.00408 0.66235 -2.08072 0.11
H -10.33408 0.47023 -0.32815 0.12
H -10.80817 -0.78470 -1.56631 0.11
H -7.74338 0.56374 -2.06811 0.12
H -5.67746 -0.85826 -2.02357 0.15
H -7.93892 -3.69951 0.25342 0.13
H -9.92101 -2.38712 -0.18579 0.15
H -6.21285 -4.88327 -2.00158 0.14
H -3.93782 -5.94495 -2.20731 0.15
H -2.19326 -3.26733 0.31470 0.14
H -4.24099 -2.03622 0.69787 0.11
H -1.73432 -5.56267 -2.33306 0.08
H -1.58793 -6.14472 -0.61869 0.11
H -0.84744 -4.61017 -1.21607 0.09
C 0.04292 -14.07057 -5.30593 0.05
N 0.13155 -12.63615 -5.06553 -0.11
C -0.45219 -12.14111 -3.95734 0.02
C -0.31850 -10.81184 -3.55600 0.07
C 0.28518 -9.91927 -4.49331 -0.12
C 0.76133 -10.43201 -5.71322 0.08
C 0.66677 -11.84563 -5.98475 0.06
C 0.51393 -8.49325 -4.08998 -0.15
C 0.38295 -7.48893 -5.06129 0.08
C 0.61709 -6.11450 -4.71160 0.05
N 1.02235 -5.80364 -3.50389 -0.08
C 1.08312 -6.75728 -2.48494 0.06
C 0.71491 -8.10494 -2.76129 0.05
C 1.40941 -4.44283 -3.24215 0.01
H -0.01902 -14.57121 -4.33969 0.12
H 0.81698 -14.36382 -6.01510 0.12
H -0.92222 -14.24358 -5.78204 0.13
H -1.04762 -12.84653 -3.39678 0.15
H -0.66526 -10.43972 -2.60328 0.13
H 1.17934 -9.77750 -6.46375 0.13
H 0.98141 -12.40540 -6.85312 0.16
H 0.01723 -7.71675 -6.05161 0.13
H 0.42425 -5.23808 -5.31251 0.15
H 1.35098 -6.27811 -1.55486 0.12
H 0.64408 -8.81239 -1.94833 0.12
H 2.48319 -4.50558 -3.06565 0.09
H 0.72521 -4.05876 -2.48554 0.10
H 1.34120 -3.88384 -4.17541 0.10
O 4.55493 4.79579 -2.64974 0.09
C 4.59351 5.50566 -1.52654 -0.86
O 5.26872 5.02895 -0.59405 -0.03
O 3.88135 6.52081 -1.44852 0.00
H 5.09510 4.15402 -2.18290 0.06
O -1.31086 5.44982 1.81331 0.06
C -0.99285 5.51368 0.50103 -0.91
O -1.27960 4.51093 -0.19854 -0.09
O -0.55781 6.52236 0.02902 0.06
H -1.55286 4.52596 1.71566 0.03
O -1.05451 0.89215 -6.53783 0.11
C -1.31775 2.04180 -5.92519 -0.94
O -1.04147 2.19218 -4.74158 -0.06
O -1.82263 2.97407 -6.52014 0.00
H -0.98507 0.48948 -5.66913 0.06
O 2.17589 1.63881 5.46021 0.06
C 2.89509 0.98560 6.35362 -0.94
O 2.63589 -0.20690 6.54232 -0.05
O 3.94933 1.42581 6.79720 -0.02
H 1.45491 1.02024 5.32181 0.06
O -6.38263 1.72995 0.85091 0.06
C -5.22671 1.03071 0.70838 -0.86
O -4.47123 1.11007 -0.29918 -0.02
O -4.93017 0.35504 1.66378 -0.01
H -6.53996 1.22351 1.65115 0.08
O 6.35584 2.51629 -0.11815 0.06
C 6.93729 2.09345 -1.24033 -0.86
O 7.19874 2.92826 -2.13051 0.00
O 6.99403 0.88242 -1.47007 -0.08
H 6.15350 3.45243 -0.18358 0.05
O -0.89955 3.00750 5.01636 0.12
C -1.00151 2.37469 3.83558 -0.83
O -0.19940 1.48386 3.47641 -0.02
O -1.97888 2.69021 3.10307 -0.08
H -1.60806 3.58140 4.71596 0.09
O 0.58790 -5.78995 1.01130 0.06
C -0.23180 -5.08032 1.78772 -0.91
O -0.01695 -3.86416 1.84668 -0.04
O -1.26708 -5.51028 2.25296 -0.01
H 1.29890 -5.17591 0.81371 0.05
O -2.30821 -1.66224 -4.81831 0.09
C -1.26480 -2.47715 -4.75781 -0.85
O -1.24508 -3.50529 -4.03360 -0.08
O -0.30363 -2.08555 -5.47642 -0.03
H -1.73582 -1.23959 -5.46277 0.05
O 2.24884 -2.35368 0.82897 0.11
C 2.98675 -3.08669 0.01664 -0.87
O 4.14608 -2.70240 -0.27979 -0.04
O 2.54166 -4.15155 -0.30656 -0.02
H 1.46078 -2.89874 0.88796 0.06
```

***

Density functional theory data (wB97M-V/def2-TZVPD) for a structure of composition C17H17NO6 in a non-equilibrium geometry.

As for the total charge: 0. As for the spin multiplicity: 1. The value obtained for the energy relative to the best compared isomer or geometry (same formula, charge and spin) is 1469.16 kJ/mol. As for the total energy: -1163.53388 a.u. Its HOMO energy is -7.937 eV. The HOMO-LUMO gap is 7.50 eV.

```
41
Properties=species:S:1:pos:R:3:nbo_charge:R:1
C -1.70424 2.94982 -2.38299 -0.26
H -1.19944 3.66179 -2.90824 0.18
O -0.66699 1.83307 -1.95972 -0.48
C 0.34172 2.26266 -1.27179 0.24
C 0.57667 3.46087 -0.88790 -0.28
C 1.55543 3.88128 0.08384 -0.22
C 2.35532 2.93388 0.35027 -0.13
C 2.47255 1.51755 -0.15045 -0.28
C 1.39108 1.30434 -0.99391 0.32
O 1.00662 0.07412 -1.61616 -0.51
C 1.93854 -0.91298 -1.13042 -0.06
H 2.07674 -1.10789 -0.19428 0.20
H 2.87411 -0.93561 -1.89647 0.19
C 1.20232 -2.20528 -1.86553 -0.43
H 1.93771 -3.13363 -1.84137 0.23
H 1.01627 -1.93469 -3.04448 0.22
C -0.30879 -2.48253 -1.49758 -0.08
H -0.88918 -1.51071 -1.60086 0.25
H -0.58703 -3.44378 -1.72330 0.21
O -0.08257 -2.55518 0.08591 -0.45
C -0.96871 -2.62776 0.79642 0.47
C -2.44858 -2.48104 0.54060 -0.39
C -3.41409 -2.67276 1.48927 -0.21
C -3.24596 -2.60975 2.81257 -0.25
C -1.55437 -2.78543 3.22827 -0.01
C -0.80446 -2.70940 2.26913 -0.09
N 0.47028 -2.56881 2.56687 0.47
O 1.48325 -2.06662 2.17086 -0.33
O 0.66136 -2.81269 3.84341 -0.47
H -1.66303 -2.72360 4.19926 0.23
H -3.85889 -2.81081 3.53562 0.19
H -4.33177 -2.77017 0.95519 0.21
H -2.64808 -2.67338 -0.56012 0.19
H 3.03491 0.76088 -0.02532 0.21
H 3.32867 3.02639 1.02772 0.21
C 1.83420 5.15118 0.95796 0.53
O 2.83561 5.37730 1.44389 -0.48
H 0.79232 5.98992 0.56620 0.03
H -0.15438 4.40403 -0.84565 0.21
H -2.14323 3.48922 -1.43344 0.20
H -2.51188 2.45619 -3.09327 0.22
```